Formula: C23H30N4O2
Source: the Open Molecules 2025 dataset
Level of theory: ωB97M-V with the def2-TZVPD basis set

* Kohn-Sham gap: 8.03 eV
* charge: 0
* energy relative to the best compared isomer or geometry (same formula, charge and spin): 52.9 kcal per mole
* energy: -1263.9255 Eh
* LUMO: 0.0243 Eh
* SMILES string: O=C(CN1CCN(Cc2ccccc2)CC1)Nc1ccc(N2CCOCC2)cc1

```
59
C23H30N4O2 (ωB97M-V with the def2-TZVPD basis set)
O 0.229 2.189 2.219
C 0.125 2.674 1.112
C -1.094 3.507 0.699
N -2.179 2.715 0.146
C -1.872 2.069 -1.114
C -3.156 1.481 -1.695
N -3.693 0.500 -0.775
C -4.849 -0.194 -1.314
C -5.215 -1.381 -0.463
C -4.217 -2.222 0.013
C -4.536 -3.322 0.787
C -5.859 -3.600 1.087
C -6.859 -2.770 0.614
C -6.538 -1.663 -0.155
C -3.991 1.142 0.492
C -2.716 1.737 1.077
N 1.022 2.504 0.103
C 2.209 1.758 0.092
C 2.941 1.705 -1.092
C 4.115 0.990 -1.167
C 4.608 0.282 -0.064
N 5.828 -0.376 -0.161
C 6.458 -0.951 1.011
C 6.003 -2.400 1.232
O 6.280 -3.184 0.090
C 5.658 -2.648 -1.056
C 6.111 -1.203 -1.318
C 3.867 0.351 1.120
C 2.693 1.075 1.201
H -1.476 4.004 1.594
H -0.817 4.268 -0.037
H -1.475 2.816 -1.809
H -1.138 1.254 -0.999
H -2.933 0.990 -2.646
H -3.873 2.301 -1.881
H -5.721 0.478 -1.418
H -4.583 -0.550 -2.316
H -3.189 -1.992 -0.221
H -3.752 -3.967 1.156
H -6.110 -4.461 1.689
H -7.893 -2.980 0.846
H -7.323 -1.015 -0.518
H -4.395 0.394 1.177
H -4.738 1.946 0.364
H -2.940 2.239 2.019
H -2.000 0.925 1.276
H 0.818 2.964 -0.773
H 2.589 2.241 -1.964
H 4.668 1.001 -2.094
H 6.262 -0.336 1.887
H 7.538 -0.953 0.826
H 6.547 -2.861 2.057
H 4.923 -2.425 1.446
H 5.938 -3.300 -1.885
H 4.563 -2.664 -0.932
H 5.606 -0.822 -2.203
H 7.193 -1.190 -1.492
H 4.192 -0.173 2.004
H 2.143 1.105 2.126
```

=====

Formula: C3H5Br
Source: the Open Molecules 2025 dataset
Level of theory: ωB97M-V with the def2-TZVPD basis set

* Kohn-Sham gap: 10.12 eV
* charge: 0
* energy relative to the best compared isomer or geometry (same formula, charge and spin): 15.3 kcal per mole
* energy: -2691.2617 Eh
* LUMO: 0.0139 Eh
* SMILES string: C=C(C)Br

```
9
C3H5Br (ωB97M-V with the def2-TZVPD basis set)
C 0.295 -1.316 0.421
C -0.233 -0.088 0.408
C 0.023 0.969 -0.622
Br -1.915 0.396 1.718
H 0.195 -2.021 1.208
H 1.106 -1.435 -0.197
H -0.747 1.482 -1.087
H 0.887 1.669 -0.420
H 0.389 0.343 -1.429
```

=====

no.,HOMO (eV)
1,-7.4
2,-9.7